No. 1
A structure of composition C48H55BN4OP2SSi2Sr in a non-equilibrium geometry. Source: the OMol25 dataset; level of theory: wB97M-V/def2-TZVPD.

The geometry in ORCA input format:
```
! RIJCOSX wB97M-V def2-TZVPD def2/J DEFGRID3
* xyz -2 1
Sr 0.33 0.02 -0.80
C -2.16 -0.80 1.16
P -1.12 -2.34 1.21
C -1.11 -2.61 3.02
C -0.09 -1.97 3.72
C -0.02 -2.07 5.10
C -0.96 -2.83 5.79
C -1.97 -3.48 5.10
C -2.05 -3.36 3.72
C -2.27 -3.63 0.61
C -1.78 -4.94 0.52
C -2.55 -5.95 -0.03
C -3.82 -5.67 -0.52
C -4.31 -4.38 -0.45
C -3.54 -3.37 0.11
C -1.45 0.30 1.90
C -1.81 0.82 3.13
C -0.79 1.74 3.48
C 0.11 1.71 2.43
C 1.33 2.58 2.30
P 2.85 1.98 3.16
C 3.85 3.54 3.14
C 3.69 4.57 2.21
C 4.46 5.71 2.27
C 5.43 5.85 3.25
C 5.61 4.84 4.18
C 4.83 3.70 4.12
C 3.77 1.06 1.87
C 3.78 1.44 0.52
C 4.52 0.73 -0.41
C 5.28 -0.36 0.00
C 5.28 -0.74 1.33
C 4.52 -0.04 2.25
N -0.27 0.84 1.45
H -3.13 -0.97 1.65
H -2.37 -0.55 0.12
H 0.64 -1.38 3.18
H 0.77 -1.56 5.62
H -0.89 -2.92 6.87
H -2.71 -4.07 5.63
H -2.85 -3.86 3.18
H -0.78 -5.15 0.88
H -2.15 -6.95 -0.09
H -4.42 -6.46 -0.97
H -5.30 -4.14 -0.85
H -3.94 -2.36 0.14
H -2.68 0.53 3.70
H -0.73 2.36 4.36
H 1.11 3.55 2.76
H 1.51 2.80 1.24
H 2.94 4.47 1.43
H 4.31 6.50 1.54
H 6.04 6.75 3.30
H 6.37 4.94 4.95
H 4.97 2.91 4.85
H 3.18 2.28 0.20
H 4.49 1.01 -1.45
H 5.84 -0.94 -0.73
H 5.81 -1.63 1.64
H 4.49 -0.37 3.28
O -0.85 -1.76 -1.76
N -0.75 -2.42 -2.89
C -1.72 -3.32 -3.14
C -1.72 -4.07 -4.29
C -0.67 -3.87 -5.20
C 0.30 -2.95 -4.92
C 0.30 -2.18 -3.74
S 1.48 -1.01 -3.39
H -2.45 -3.38 -2.36
H -2.51 -4.78 -4.45
H -0.63 -4.44 -6.12
H 1.12 -2.77 -5.60
C -3.48 -0.06 -2.81
Si -2.39 1.22 -3.68
C -3.68 2.35 -4.52
C -1.57 0.32 -5.14
C -1.21 2.05 -2.54
C 0.11 2.43 -3.03
C 0.36 2.78 -4.38
C 1.60 3.19 -4.80
C 2.64 3.27 -3.88
C 2.35 2.90 -2.58
N 1.16 2.47 -2.16
Si -1.97 3.30 -1.42
C -2.62 4.81 -2.39
C -3.47 2.65 -0.48
C -0.84 4.10 -0.14
H -4.01 -0.65 -3.56
H -4.23 0.39 -2.16
H -2.87 -0.74 -2.21
H -4.22 1.76 -5.26
H -3.21 3.19 -5.04
H -4.41 2.76 -3.82
H -2.01 -0.68 -5.24
H -0.50 0.20 -5.02
H -1.76 0.85 -6.07
H -0.46 2.76 -5.09
H 1.76 3.45 -5.84
H 3.63 3.60 -4.15
H 3.14 2.93 -1.83
H -3.38 4.56 -3.13
H -1.79 5.28 -2.92
H -3.04 5.54 -1.70
H -4.26 2.26 -1.12
H -3.89 3.48 0.10
H -3.18 1.87 0.24
H 0.18 4.19 -0.48
H -0.85 3.53 0.79
H -1.24 5.10 0.07
B 3.12 -3.69 1.37
C 2.56 -2.40 0.63
N 2.12 -1.47 0.09
H 3.74 -3.32 2.36
H 2.17 -4.38 1.70
H 3.84 -4.29 0.60
*
```

Its LUMO energy is 4.1 eV. The value obtained for the frontier orbital gap is 6.21 eV. The calculated total energy is -3872.02015 a.u. As for the HOMO energy: -2.1 eV.


No. 2
A structure of composition C48H55N5O6S3SeTi in a non-equilibrium geometry. Source: the OMol25 dataset; level of theory: wB97M-V/def2-TZVPD.

The geometry in ORCA input format:
```
! RIJCOSX wB97M-V def2-TZVPD def2/J DEFGRID3
* xyz 2 1
Ti -1.73 0.59 1.07
C -3.65 2.40 -1.75
C -4.45 2.56 -0.45
N -3.59 2.69 0.73
C -3.28 4.08 1.08
C -2.55 4.91 0.03
S -0.86 4.41 -0.40
C -1.05 3.83 -2.10
C -1.26 2.34 -2.29
N -2.36 1.74 -1.52
H -4.26 1.86 -2.48
H -3.48 3.38 -2.19
H -5.12 3.42 -0.55
H -5.11 1.71 -0.30
H -4.09 2.32 1.53
H -4.21 4.61 1.29
H -2.71 4.08 2.01
H -3.14 5.02 -0.88
H -2.47 5.92 0.45
H -1.81 4.43 -2.60
H -0.12 4.09 -2.61
H -1.39 2.16 -3.36
H -0.34 1.83 -1.99
H -2.42 0.78 -1.85
C -0.38 -2.44 -6.67
C -0.15 -1.94 -5.28
C 1.13 -1.61 -4.84
C 1.35 -1.17 -3.54
C 0.27 -1.07 -2.67
C -1.01 -1.39 -3.08
C -1.22 -1.82 -4.38
S 0.64 -0.51 -1.04
O -0.79 -0.14 -0.49
C 1.05 -1.97 -0.17
C 0.08 -2.99 -0.05
C 0.35 -4.06 0.75
C 1.57 -4.13 1.46
C 1.83 -5.20 2.34
C 3.02 -5.28 3.02
C 4.00 -4.28 2.84
C 3.78 -3.24 1.99
C 2.56 -3.13 1.28
C 2.29 -2.04 0.40
C 3.43 -1.13 0.01
C 4.39 -1.67 -0.88
C 4.20 -2.91 -1.54
C 5.14 -3.39 -2.40
C 6.33 -2.67 -2.64
C 6.55 -1.47 -2.01
C 5.59 -0.94 -1.12
C 5.79 0.29 -0.46
C 4.84 0.81 0.36
C 3.64 0.11 0.58
S 2.26 0.72 1.52
O 2.41 0.27 2.94
C 2.56 2.46 1.47
C 2.87 3.15 2.62
C 3.05 4.53 2.55
C 2.93 5.21 1.35
C 3.13 6.70 1.27
C 2.61 4.48 0.20
C 2.41 3.12 0.25
H 0.34 -2.00 -7.37
H -1.38 -2.21 -7.02
H -0.25 -3.52 -6.71
H 1.96 -1.69 -5.52
H 2.35 -0.90 -3.22
H -1.84 -1.31 -2.40
H -2.22 -2.07 -4.72
H -0.85 -2.92 -0.61
H -0.37 -4.87 0.85
H 1.08 -5.97 2.46
H 3.21 -6.10 3.69
H 4.93 -4.35 3.39
H 4.54 -2.48 1.86
H 3.29 -3.48 -1.36
H 4.98 -4.34 -2.90
H 7.07 -3.07 -3.32
H 7.46 -0.92 -2.19
H 6.73 0.81 -0.62
H 4.99 1.77 0.84
H 2.99 2.61 3.55
H 3.30 5.07 3.45
H 3.51 7.10 2.21
H 2.19 7.19 1.04
H 3.83 6.95 0.48
H 2.51 5.01 -0.75
H 2.15 2.56 -0.65
C 0.23 -1.48 4.25
C -0.28 -0.39 3.38
N -0.72 -0.48 2.20
H 0.45 -2.35 3.63
H -0.52 -1.73 5.00
H 1.14 -1.14 4.74
O -1.25 3.35 4.15
Se -1.24 2.06 3.26
O -2.63 1.27 2.84
O -0.62 2.12 1.71
O -0.36 0.82 4.09
C -3.94 -1.01 -0.37
C -5.18 -1.94 -0.42
N -5.42 -2.53 0.89
C -4.19 -3.16 1.35
C -3.10 -2.10 1.62
N -3.52 -0.77 1.05
C -4.73 -0.34 1.82
C -5.79 -1.47 1.82
H -4.16 -0.04 -0.83
H -3.09 -1.45 -0.88
H -5.01 -2.75 -1.14
H -6.07 -1.40 -0.74
H -3.86 -3.87 0.59
H -4.39 -3.73 2.26
H -2.14 -2.36 1.21
H -2.95 -1.93 2.69
H -5.12 0.56 1.35
H -4.42 -0.10 2.83
H -6.77 -1.08 1.54
H -5.89 -1.91 2.81
*
```

Its LUMO energy is -6.5 eV. The value obtained for the frontier orbital gap is 6.20 eV. The calculated total energy is -7032.25004 a.u. As for the HOMO energy: -12.7 eV.


| no. | molar mass (u) |
| --- | --- |
| 1 | 952.6 |
| 2 | 1021.0 |